A molecular structure, C26H68HgN3O10, computed with wB97M-V/def2-TZVPD.

Values from the calculation:
**HOMO level**: -10.52 eV
**Total charge**: +1
**HOMO-LUMO gap**: 7.60 eV
**Energy**: -2101.031132 a.u.

XYZ file:
```
108
C26H68HgN3O10, DFT wB97M-V/def2-TZVPD
Hg -0.763 1.834 1.485
C 3.392 0.083 0.827
C 2.163 0.453 0.059
O 1.266 1.142 0.832
H 4.002 -0.673 0.309
H 3.304 -0.325 1.835
H 4.194 0.828 0.919
H 1.782 -0.452 -0.468
H 2.437 1.010 -0.861
C -1.619 3.714 -5.546
O -2.934 3.385 -5.928
C -3.031 2.435 -6.991
C -3.042 1.001 -6.406
N -1.747 0.605 -5.893
C -1.791 -0.689 -5.231
C -0.370 -1.164 -4.875
O 0.116 -0.349 -3.846
C 1.498 -0.569 -3.634
H -1.080 2.891 -5.058
H -1.639 4.494 -4.785
H -1.025 3.967 -6.430
H -2.367 2.637 -7.828
H -4.090 2.520 -7.248
H -3.290 0.291 -7.222
H -3.873 0.861 -5.717
H -0.956 0.681 -6.510
H -2.285 -1.453 -5.840
H -2.247 -0.612 -4.243
H 0.296 -1.202 -5.750
H -0.401 -2.239 -4.636
H 2.147 -0.520 -4.514
H 1.601 -1.607 -3.283
H 1.903 0.101 -2.880
C -3.343 -3.400 2.985
O -2.496 -2.562 2.220
C -1.127 -2.495 2.581
C -0.625 -1.085 2.223
N -1.527 -0.050 2.702
C -1.321 0.394 4.123
C 0.001 1.115 4.362
O 0.133 2.242 3.512
C 1.348 2.973 3.742
H -4.350 -3.019 2.789
H -3.244 -3.301 4.070
H -3.247 -4.427 2.631
H -0.611 -3.265 1.998
H -0.941 -2.753 3.630
H -0.526 -1.062 1.136
H 0.416 -1.038 2.547
H -2.489 -0.374 2.677
H -1.470 -0.461 4.787
H -2.188 1.042 4.280
H 0.789 0.363 4.262
H 0.000 1.351 5.430
H 2.160 2.335 4.077
H 1.113 3.743 4.481
H 1.611 3.476 2.815
C -5.707 0.964 -1.859
O -4.542 0.768 -1.096
C -3.565 0.009 -1.763
C -2.343 -0.063 -0.857
N -1.829 1.269 -0.517
C -0.991 1.859 -1.593
C -0.662 3.324 -1.332
O -0.247 3.518 0.013
C 0.392 4.795 0.150
H -5.437 1.513 -2.778
H -6.452 1.528 -1.307
H -6.148 0.035 -2.241
H -3.314 0.556 -2.687
H -3.861 -0.997 -2.082
H -1.606 -0.689 -1.366
H -2.622 -0.608 0.046
H -2.641 1.892 -0.557
H -1.405 1.650 -2.587
H -0.097 1.235 -1.695
H -1.510 3.949 -1.627
H 0.149 3.538 -2.032
H 0.772 4.926 1.158
H -0.266 5.610 -0.153
H 1.256 4.766 -0.522
C 4.151 -3.228 -0.993
C 2.732 -3.713 -0.786
O 1.966 -3.025 0.190
H 4.676 -4.037 -1.505
H 4.617 -2.926 -0.057
H 4.214 -2.391 -1.693
H 2.658 -4.796 -0.683
H 2.155 -3.626 -1.722
H 1.818 -2.103 -0.043
C 2.822 -3.155 3.420
C 1.947 -4.350 3.709
O 1.425 -4.953 2.520
H 2.340 -2.345 2.863
H 3.730 -3.468 2.904
H 3.103 -2.620 4.332
H 1.136 -4.043 4.378
H 2.533 -5.167 4.126
H 1.225 -4.276 1.861
C 3.570 0.697 6.759
C 4.063 0.798 5.328
O 3.250 -0.068 4.528
H 4.284 1.153 7.451
H 3.418 -0.322 7.100
H 2.700 1.353 6.844
H 5.088 0.422 5.189
H 4.105 1.830 4.959
H 3.336 0.191 3.602
```

***

6 unconnected molecules or ions with the total composition C26H68N4O10, computed with wB97M-V/def2-TZVPD.

Values from the calculation:
**HOMO level**: -8.44 eV
**HOMO-LUMO gap**: 9.09 eV
**Energy**: -2002.536287 a.u.

XYZ file:
```
108
C26H68N4O10, DFT wB97M-V/def2-TZVPD
C 15.452 18.608 13.232
O 15.059 17.221 13.240
C 14.895 16.724 11.955
C 13.438 16.793 11.492
N 12.632 15.987 12.373
C 11.278 15.867 12.089
C 10.989 15.040 10.870
O 11.215 15.686 9.658
C 10.190 15.571 8.713
H 15.455 18.944 14.283
H 14.702 19.159 12.610
H 16.427 18.693 12.751
H 15.219 15.741 11.832
H 15.440 17.308 11.157
H 13.452 16.447 10.460
H 12.968 17.775 11.445
H 12.861 16.225 13.328
H 10.740 16.863 11.841
H 10.753 15.371 12.863
H 9.942 14.769 10.973
H 11.596 14.161 10.826
H 10.398 15.953 7.695
H 9.354 16.150 9.053
H 9.906 14.517 8.637
C 5.481 8.749 12.782
O 6.531 9.411 13.444
C 6.330 10.828 13.649
C 7.489 11.301 14.457
N 8.759 11.010 13.669
C 9.950 11.396 14.536
C 10.380 12.825 14.236
O 9.319 13.761 14.585
C 9.226 13.941 15.985
H 5.788 7.723 12.655
H 5.357 9.192 11.808
H 4.536 8.747 13.303
H 5.407 11.071 14.232
H 6.447 11.311 12.639
H 7.506 10.790 15.381
H 7.464 12.398 14.600
H 8.687 9.993 13.488
H 10.736 10.774 14.259
H 9.801 11.427 15.588
H 10.507 13.048 13.176
H 11.226 13.105 14.816
H 8.737 14.921 16.193
H 10.143 13.876 16.580
H 8.465 13.202 16.392
C 6.733 12.574 21.617
O 7.651 13.197 20.768
C 7.300 14.512 20.555
C 8.161 15.137 19.505
N 8.022 16.632 19.602
C 8.606 17.412 18.619
C 7.856 18.726 18.544
O 6.461 18.554 18.148
C 6.147 19.191 16.891
H 6.914 12.753 22.682
H 6.803 11.498 21.438
H 5.670 12.825 21.466
H 7.376 15.159 21.449
H 6.273 14.581 20.292
H 8.020 14.658 18.524
H 9.179 14.845 19.624
H 7.009 16.864 19.631
H 8.523 16.970 17.587
H 9.653 17.577 18.810
H 8.415 19.396 17.780
H 7.765 19.211 19.531
H 6.240 18.557 16.031
H 6.737 20.088 16.728
H 5.115 19.530 16.950
C 15.643 18.045 18.980
O 15.626 16.780 18.267
C 15.508 17.051 16.918
C 15.527 15.879 16.047
N 14.153 15.246 15.961
C 13.538 14.757 17.237
C 13.739 13.300 17.499
O 13.061 12.501 16.518
C 12.798 11.214 17.083
H 16.432 18.638 18.635
H 15.757 17.841 20.051
H 14.602 18.533 18.902
H 16.317 17.755 16.613
H 14.630 17.660 16.604
H 16.302 15.175 16.289
H 15.768 16.201 15.034
H 14.286 14.507 15.282
H 12.456 14.894 17.233
H 13.844 15.433 18.007
H 13.398 12.948 18.465
H 14.801 13.036 17.423
H 13.661 10.538 17.064
H 11.967 10.775 16.551
H 12.327 11.281 18.065
C 13.862 12.498 12.330
O 13.851 13.541 13.242
H 14.811 12.360 11.793
H 13.793 11.548 12.874
H 13.082 12.456 11.571
H 13.306 14.228 12.801
C 11.581 17.611 15.293
O 11.682 16.193 15.142
H 11.224 17.940 16.251
H 12.575 18.134 15.246
H 10.997 17.984 14.446
H 12.524 15.926 15.574
```

***

7 unconnected molecules or ions with the total composition C26H69ClN5O13, computed with wB97M-V/def2-TZVPD.

Values from the calculation:
**HOMO level**: -5.87 eV
**Total charge**: -1
**HOMO-LUMO gap**: 8.17 eV
**Energy**: -2743.648619 a.u.

XYZ file:
```
114
C26H69ClN5O13, DFT wB97M-V/def2-TZVPD
Cl -0.806 -0.892 0.995
O -0.473 -1.580 -0.247
O -0.239 -1.624 2.101
O -0.113 0.400 0.951
O -2.218 -0.629 1.084
C 1.768 -2.151 5.974
O 1.828 -0.921 5.329
C 2.687 -0.954 4.219
C 3.063 0.449 3.792
N 1.912 1.194 3.313
C 2.271 2.544 2.938
C 1.965 3.580 3.996
O 0.608 3.776 4.254
C -0.132 4.162 3.123
H 2.718 -2.368 6.493
H 1.473 -2.996 5.343
H 1.027 -2.090 6.778
H 2.270 -1.476 3.345
H 3.616 -1.497 4.469
H 3.842 0.372 3.005
H 3.545 1.005 4.602
H 1.523 0.760 2.480
H 1.692 2.787 2.044
H 3.329 2.638 2.648
H 2.462 4.519 3.688
H 2.435 3.303 4.943
H 0.452 4.769 2.423
H -0.994 4.765 3.428
H -0.544 3.263 2.649
C -1.724 1.072 -2.797
O -1.285 2.312 -2.304
C -2.044 2.673 -1.166
C -1.331 3.808 -0.442
N -1.178 4.938 -1.336
C -0.342 6.023 -0.829
C -0.871 6.522 0.486
O 0.065 7.481 0.946
C -0.317 8.132 2.140
H -1.585 0.286 -2.041
H -1.084 0.814 -3.638
H -2.772 1.076 -3.120
H -2.107 1.822 -0.485
H -2.987 3.147 -1.473
H -0.392 3.393 -0.023
H -1.963 3.998 0.433
H -0.823 4.548 -2.202
H -0.279 6.871 -1.507
H 0.671 5.618 -0.677
H -0.943 5.743 1.251
H -1.858 6.981 0.342
H -1.007 7.519 2.725
H -0.773 9.104 1.912
H 0.592 8.335 2.708
C 2.687 1.432 -0.589
C 3.137 0.271 0.278
O 4.235 -0.433 -0.318
O 3.304 2.691 -0.220
H 1.602 1.604 -0.484
H 2.672 1.155 -1.655
H 2.291 -0.415 0.369
H 3.440 0.663 1.246
H 3.875 -1.215 -0.762
H 4.160 2.562 -0.654
C 3.992 -4.743 -4.579
C 3.257 -3.529 -4.018
C 3.414 -3.382 -2.538
O 2.830 -2.178 -2.066
C 1.426 -2.241 -2.004
N 3.772 -2.303 -4.708
H 4.350 -5.478 -3.854
H 4.828 -4.458 -5.216
H 3.307 -5.317 -5.215
H 2.189 -3.608 -4.250
H 4.463 -3.326 -2.242
H 2.958 -4.269 -2.075
H 1.104 -3.018 -1.302
H 0.924 -2.394 -2.960
H 1.087 -1.301 -1.569
H 3.254 -1.511 -4.335
H 3.557 -2.400 -5.694
C 3.233 -5.537 -1.014
C 1.811 -5.070 -1.223
C 0.907 -6.208 -1.695
O -0.390 -5.786 -2.007
C -0.497 -5.089 -3.215
N 1.242 -4.436 -0.037
H 3.302 -6.336 -0.274
H 3.800 -4.680 -0.641
H 3.734 -5.858 -1.931
H 1.768 -4.374 -2.083
H 0.836 -6.879 -0.828
H 1.411 -6.793 -2.474
H -1.449 -5.332 -3.694
H 0.295 -5.336 -3.937
H -0.470 -3.996 -3.103
H 0.236 -4.618 -0.096
H 1.184 -3.417 -0.069
C -6.820 -1.952 0.997
C -6.528 -0.565 0.385
C -7.788 0.233 0.156
O -7.489 1.584 -0.180
C -7.513 1.809 -1.566
N -5.589 0.143 1.261
H -7.195 -1.837 2.010
H -5.889 -2.509 0.897
H -7.540 -2.497 0.379
H -6.083 -0.794 -0.603
H -8.262 0.322 1.144
H -8.511 -0.195 -0.541
H -7.072 2.770 -1.815
H -8.535 1.756 -1.981
H -6.965 1.033 -2.129
H -5.046 0.764 0.664
H -4.876 -0.504 1.592
```